Record 1
The molecule C21H16FN3OS at a distorted geometry. Source: OMol25; level of theory: the ωB97M-V functional and the def2-TZVPD basis.

Each line ends with the Löwdin charge.
Element x y z (Å)
H  -3.78  -2.78  -0.06  0.152
H  7.96  1.40  -0.56  0.100
N  -2.53  -1.13  0.05  0.086
O  -5.92  -1.67  -0.44  0.100
C  -5.36  2.59  0.50  -0.004
C  1.04  -1.36  0.28  0.028
H  -4.43  4.26  -0.45  0.105
C  -3.78  2.41  -1.30  -0.083
H  -3.12  2.87  -2.02  0.103
C  1.96  0.84  0.54  -0.451
C  5.90  1.61  -0.04  -0.114
H  -2.19  -3.66  0.87  0.070
C  -1.27  -3.21  0.50  -0.020
C  -4.51  3.19  -0.42  -0.077
C  -4.72  0.41  -0.35  -0.084
C  2.15  -0.54  0.36  -0.238
H  -1.01  -3.69  -0.44  0.094
C  -5.45  1.21  0.52  -0.216
H  -0.48  -3.40  1.22  0.081
N  -3.70  -1.76  -0.11  0.073
S  3.32  1.96  0.70  1.037
C  -0.26  -0.85  0.38  -0.171
H  -3.31  0.42  -1.94  0.118
H  5.66  -2.20  -0.44  0.109
C  0.68  1.35  0.62  -0.096
F  -6.25  0.64  1.44  0.086
C  7.03  0.89  -0.40  -0.099
C  6.94  -0.49  -0.54  -0.093
N  3.41  -1.10  0.27  0.089
H  -5.94  3.17  1.19  0.118
C  4.70  0.97  0.19  -0.449
C  -1.43  -1.72  0.30  -0.268
H  1.20  -2.42  0.13  0.110
C  -0.42  0.52  0.54  -0.028
H  7.81  -1.06  -0.81  0.102
C  -3.88  1.03  -1.26  -0.037
H  0.56  2.42  0.75  0.105
H  -1.42  0.93  0.61  0.103
C  5.73  -1.13  -0.32  -0.029
H  5.95  2.68  0.08  0.102
C  -4.87  -1.08  -0.31  -0.412
C  4.59  -0.42  0.05  -0.249
H  3.44  -2.10  0.10  0.142

Results
SMILES   C/C(=N\NC(=O)c1ccccc1F)c1ccc2c(c1)Nc1ccccc1S2
Relative energy (zero: lowest compared OMol25 entry of this formula, charge and spin)   0.0 kcal per mole
E   -42107.256 eV
2S+1   1

---

Record 2
C21H16N4O4Pt as an isolated structure at a distorted geometry. Source: OMol25; level of theory: the ωB97M-V functional and the def2-TZVPD basis.

Each line ends with the Löwdin charge.
Element x y z (Å)
C  1.75  -1.09  -4.14  -0.080
C  1.11  0.04  -3.69  -0.046
Pt  -1.71  1.53  -1.37  1.138
C  -0.33  4.82  1.55  -0.071
H  -4.53  -0.18  0.03  0.113
N  -1.22  3.46  0.02  0.023
H  -1.61  4.10  3.08  0.157
H  1.77  -2.97  4.06  0.116
C  1.03  -2.25  -4.39  -0.080
C  -4.50  0.92  1.93  -0.064
N  -3.15  1.45  0.25  -0.075
O  -0.38  0.19  -0.21  -0.175
H  1.54  -3.15  -4.71  0.103
C  -0.27  4.42  0.24  -0.103
H  0.37  4.77  -0.54  0.108
H  -3.65  2.39  3.20  0.159
C  0.73  -1.08  1.41  -0.130
C  -0.37  -0.11  1.04  -0.586
H  4.82  -4.32  0.72  0.132
C  -0.96  1.13  -2.84  -0.286
C  -1.84  3.27  1.15  -0.289
C  -4.15  0.61  0.66  -0.100
H  1.66  0.95  -3.47  0.115
C  1.77  -2.51  3.08  0.012
H  -0.91  -3.16  -4.40  0.104
O  3.94  -3.44  2.38  0.025
C  -1.00  -1.12  -3.76  -0.051
H  2.83  -1.08  -4.29  0.104
H  1.76  -0.90  -0.48  0.122
N  -1.34  4.07  2.12  0.120
C  -2.90  2.26  1.25  -0.305
O  -1.10  0.32  1.93  0.005
C  -0.27  0.02  -3.45  -0.352
C  0.73  -1.67  2.66  -0.024
C  4.68  -3.33  1.16  -0.136
H  0.22  5.55  2.10  0.111
O  3.93  -2.51  0.26  0.024
H  5.64  -2.86  1.36  0.132
H  -2.07  -1.12  -3.60  0.107
C  2.79  -2.14  0.94  -0.203
C  -0.34  -2.26  -4.20  -0.074
C  2.80  -2.70  2.20  -0.223
N  -3.70  1.99  2.29  0.126
C  1.78  -1.33  0.51  0.074
H  -0.11  -1.46  3.32  0.110
H  -5.22  0.49  2.60  0.114

Results
E   -39430.740 eV
2S+1   1

---

Record 3
C21H17AuBrF4NO8P3 as an isolated structure at a distorted geometry. Source: OMol25; level of theory: the ωB97M-V functional and the def2-TZVPD basis.

Each line ends with the Löwdin charge.
Element x y z (Å)
C  2.52  -0.22  3.19  -0.095
H  2.06  -3.84  4.44  0.117
C  -4.05  -1.36  4.51  -0.045
C  3.62  -0.96  3.56  -0.051
H  -4.90  -1.20  2.55  0.117
Au  -0.05  -0.10  0.41  1.128
H  4.61  -0.53  3.49  0.116
H  2.65  0.79  2.82  0.114
C  -2.85  -0.61  2.57  -0.116
H  -0.89  3.82  -3.79  0.099
O  -0.81  -3.89  -0.44  0.180
H  2.79  2.26  -2.20  0.105
N  -0.68  -1.90  0.83  -0.069
H  -4.97  -1.72  4.96  0.117
H  -2.83  -0.39  1.52  0.077
C  -1.75  -0.74  4.72  -0.081
O  1.20  2.12  -3.35  -0.090
C  0.86  3.54  4.83  -0.125
H  4.32  -2.85  4.31  0.116
H  0.71  1.65  -4.06  0.102
C  -4.02  -1.07  3.15  -0.047
F  -1.16  5.22  2.38  0.109
C  2.19  -2.83  4.10  -0.046
C  3.45  -2.27  4.02  -0.044
H  -2.95  -1.42  6.35  0.117
P  1.18  2.71  -0.89  0.545
P  -0.16  0.18  2.72  1.033
C  -0.53  4.24  3.01  -0.259
C  -0.73  -2.89  0.13  -0.441
C  -1.71  -0.46  3.36  -0.363
O  0.99  4.13  -0.25  -0.081
H  0.09  -2.53  3.77  0.111
O  -2.43  1.94  -1.91  -0.164
C  -0.33  3.94  -2.86  -0.057
C  1.24  -0.78  3.29  -0.374
P  -1.11  1.26  -2.52  0.320
O  2.69  2.68  -1.33  -0.067
F  1.27  1.29  5.19  0.121
C  0.26  4.55  4.11  -0.117
C  0.72  2.22  4.42  -0.200
H  -3.05  2.17  -2.61  0.096
C  -2.92  -1.19  5.30  -0.052
O  -0.74  0.14  -1.57  -0.408
H  0.49  4.64  -3.03  0.097
H  -0.99  4.36  -2.10  0.085
H  -0.87  -0.61  5.34  0.114
C  0.21  2.58  -2.43  -0.561
F  1.56  3.82  5.92  0.163
O  -1.22  1.01  -3.97  -0.246
C  -0.68  2.93  2.61  -0.561
F  0.40  5.81  4.49  0.175
C  -0.01  1.89  3.28  -0.269
H  1.81  4.61  -0.08  0.118
O  0.90  1.69  0.19  -0.451
C  1.07  -2.09  3.73  -0.076
Br  -1.95  2.59  1.25  0.962

Results
Relative energy (zero: lowest compared OMol25 entry of this formula, charge and spin)   0.0 kcal per mole
E   -152392.024 eV
2S+1   1
Total charge   +1

---

Record 4
C21H17Br3F32O4 as an isolated structure at a distorted geometry. Source: OMol25; level of theory: the ωB97M-V functional and the def2-TZVPD basis.

Each line ends with the Löwdin charge.
Element x y z (Å)
F  8.99  14.60  22.03  0.202
C  9.66  8.36  22.93  -0.289
C  7.80  12.07  22.48  -0.074
F  6.67  7.06  17.49  0.097
C  10.54  18.23  26.64  -0.388
H  11.58  8.03  29.30  0.126
F  9.62  14.44  29.65  0.128
H  10.39  7.60  22.64  0.172
F  10.81  5.84  28.60  0.141
C  11.52  17.10  26.92  -0.459
F  9.42  16.40  24.21  0.085
F  6.72  14.62  29.65  0.101
F  8.47  7.11  24.35  0.161
O  7.66  13.28  23.28  -0.039
Br  10.22  13.20  26.54  0.737
Br  7.65  11.30  25.86  0.640
H  11.58  15.30  28.09  0.114
F  6.85  10.55  20.90  0.132
C  6.56  11.49  21.80  -0.466
H  14.08  5.56  31.82  0.169
F  13.73  6.76  33.27  0.105
F  7.49  8.77  23.49  0.151
O  13.26  7.01  29.72  0.029
F  5.91  6.32  19.99  0.184
H  8.38  7.60  18.26  0.169
C  8.46  15.43  24.08  -0.307
F  7.52  14.05  27.65  0.009
H  6.90  6.36  22.51  0.150
C  9.55  11.31  26.57  -1.327
H  7.18  15.88  28.13  0.169
F  11.84  6.54  31.36  0.169
C  7.16  6.71  19.83  -0.529
C  7.55  14.99  28.64  -0.270
F  5.12  13.47  21.81  0.089
C  14.10  6.64  31.98  -0.305
C  7.84  6.77  22.15  -0.061
C  12.96  7.22  31.10  -0.528
F  6.46  13.11  20.12  0.134
C  8.77  14.22  23.25  -0.531
F  8.87  16.38  30.04  0.164
F  7.39  16.12  23.70  0.123
F  10.84  19.02  25.65  0.142
F  6.81  8.86  18.67  0.093
C  10.98  16.20  28.09  -0.068
H  10.65  6.64  25.85  0.161
C  12.40  7.56  28.77  -0.079
O  9.57  15.95  27.89  -0.050
F  12.82  8.50  31.39  0.176
C  11.05  7.31  26.61  -0.388
F  12.60  5.66  27.38  0.104
O  7.62  7.47  20.95  0.010
F  10.33  18.97  27.72  0.127
H  11.21  16.68  29.04  0.146
F  11.59  16.32  25.81  0.096
F  11.92  7.96  25.90  0.131
Br  9.44  10.63  28.44  0.579
H  8.48  5.89  22.08  0.147
H  8.24  15.16  25.11  0.146
F  9.61  9.16  21.83  0.087
C  5.74  12.52  21.06  -0.334
C  11.65  6.54  27.84  -0.410
F  7.92  5.63  19.75  0.170
H  9.58  17.82  26.33  0.158
H  12.89  8.29  28.13  0.145
F  9.86  13.58  23.74  0.059
H  10.21  10.63  26.03  -0.034
C  8.30  7.77  23.24  -0.529
H  4.87  12.02  20.62  0.171
F  15.33  7.12  31.76  0.116
F  5.74  10.86  22.69  0.114
H  8.35  11.34  23.08  0.086
F  10.09  8.14  26.96  0.051
C  8.95  15.46  29.07  -0.534
C  7.32  7.60  18.54  -0.263
F  10.33  9.02  23.90  0.086
F  12.76  17.45  27.20  0.167
H  8.46  12.31  21.65  0.141

Results
E   -327327.259 eV
2S+1   1